Entry 1:
{
  "formula": "C21H26N3",
  "method": "ωB97M-V/def2-TZVPD",
  "symbols": ["C", "C", "C", "C", "C", "C", "C", "C", "C", "C", "C", "C", "C", "C", "C", "H", "H", "H", "H", "H", "H", "H", "H", "H", "H", "H", "H", "H", "H", "H", "C", "C", "N", "C", "N", "C", "C", "C", "N", "H", "H", "H", "H", "H", "H", "H", "H", "H", "H", "H"],
  "xyz": [[-5.06811, -3.06804, -1.24460], [-3.70800, -2.46091, -1.11918], [-3.53277, -1.08365, -1.32536], [-2.28466, -0.49742, -1.19600], [-1.12568, -1.27540, -0.88046], [0.14054, -0.62971, -0.83893], [1.40921, -1.23975, -1.02966], [2.59687, -0.48836, -0.75596], [3.85050, -1.06856, -0.84452], [3.99247, -2.42102, -1.19719], [5.34362, -3.05805, -1.22801], [2.84791, -3.15040, -1.55516], [1.59165, -2.56809, -1.53522], [-1.33802, -2.66828, -0.61675], [-2.58853, -3.24267, -0.79849], [-5.00053, -4.15689, -1.29200], [-5.67984, -2.80221, -0.37382], [-5.59080, -2.70291, -2.13549], [-4.38898, -0.47550, -1.62396], [-2.14516, 0.57116, -1.35520], [0.13591, 0.46239, -0.74764], [2.47258, 0.55489, -0.46014], [4.73923, -0.46807, -0.63379], [5.23999, -4.14490, -1.21894], [5.90704, -2.77878, -2.12655], [5.92993, -2.74869, -0.35782], [2.95545, -4.19317, -1.85964], [0.71823, -3.10900, -1.90498], [-0.49896, -3.27119, -0.26298], [-2.70387, -4.32373, -0.71312], [0.55979, 1.82642, 3.19865], [1.13362, 1.27716, 1.91845], [0.31747, 1.54924, 0.74494], [-0.31245, 2.69083, 0.76371], [-0.35289, 3.55497, 1.80896], [0.22800, 3.30514, 3.09357], [-1.06597, 4.76299, 1.51242], [-1.53450, 4.55831, 0.08240], [-1.05920, 3.23642, -0.24770], [-0.36187, 1.28714, 3.43647], [1.25001, 1.67620, 4.02985], [2.14308, 1.68895, 1.76408], [1.23416, 0.18668, 1.97572], [-0.49475, 3.61192, 3.86322], [1.12819, 3.92697, 3.21560], [-1.89332, 4.90129, 2.21921], [-0.40136, 5.63294, 1.59749], [-2.62588, 4.63110, 0.03550], [-1.11510, 5.31578, -0.58481], [-0.99423, 2.88647, -1.19620]],
  "e_homo_ev": -10.913,
  "total_charge": 1,
  "homo_lumo_gap_ev": 6.068,
  "lumo_energy_ev": -4.84
}

=====

Entry 2:
{
  "formula": "C21H26N4O3",
  "method": "ωB97M-V/def2-TZVPD",
  "symbols": ["C", "O", "C", "C", "H", "H", "C", "N", "C", "O", "C", "H", "H", "C", "C", "N", "C", "C", "C", "C", "N", "C", "N", "C", "C", "C", "C", "C", "C", "C", "H", "H", "O", "C", "H", "H", "H", "H", "H", "H", "H", "H", "H", "H", "H", "H", "H", "H", "H", "H", "H", "H", "H", "H"],
  "xyz": [[4.00768, 2.91226, -2.15233], [3.16193, 3.24831, -3.22447], [1.79630, 2.99006, -2.99044], [1.15297, 3.92452, -1.96011], [1.64722, 3.79216, -0.99561], [1.29010, 4.95878, -2.27896], [-0.33464, 3.63588, -1.78737], [-0.54175, 2.28590, -1.31159], [-1.47485, 1.47347, -1.83433], [-2.30826, 1.83155, -2.64314], [-1.43101, 0.03993, -1.30457], [-1.66119, 0.04185, -0.23711], [-2.21992, -0.50999, -1.81817], [-0.07648, -0.65291, -1.55826], [0.88039, -0.45160, -0.43867], [1.54497, 0.65942, -0.23810], [2.29348, 0.45652, 0.89129], [3.19021, 1.24956, 1.59289], [3.75786, 0.67610, 2.71761], [3.42610, -0.62552, 3.09719], [2.57762, -1.40370, 2.44591], [2.04106, -0.85035, 1.37195], [1.14418, -1.40710, 0.50264], [0.54193, -2.71012, 0.66505], [-0.93235, -2.58368, 0.95272], [-1.88565, -3.18469, 0.14864], [-3.23864, -3.02027, 0.39502], [-3.65890, -2.23474, 1.46263], [-2.69886, -1.63376, 2.28167], [-1.35739, -1.80876, 2.02878], [-0.62400, -1.33935, 2.66866], [-3.03756, -1.03277, 3.11036], [-4.95258, -1.99395, 1.79368], [-5.97004, -2.54471, 0.99143], [-6.90660, -2.20925, 1.43353], [-5.90740, -2.18302, -0.03961], [-5.93911, -3.63899, 0.99824], [-3.95045, -3.50435, -0.25419], [-1.57763, -3.79841, -0.68630], [1.06355, -3.17393, 1.50802], [0.71188, -3.31362, -0.23237], [3.86862, -1.06964, 3.97795], [4.46430, 1.23313, 3.31288], [3.43092, 2.25278, 1.27673], [0.36079, -0.25293, -2.47584], [-0.24135, -1.72106, -1.69544], [0.20365, 1.88857, -0.74449], [-0.76312, 4.34721, -1.07019], [-0.87398, 3.73869, -2.73329], [1.31086, 3.11959, -3.96130], [1.67001, 1.94816, -2.66189], [5.02127, 2.89984, -2.55052], [3.75987, 1.92394, -1.74749], [3.95462, 3.64983, -1.34335]],
  "e_homo_ev": -8.800,
  "smiles": "COCCCNC(=O)CCc1nc2cccnc2n1Cc1ccc(OC)cc1",
  "total_charge": 0,
  "homo_lumo_gap_ev": 9.373,
  "lumo_energy_ev": 0.57
}

=====

Entry 3:
{
  "formula": "C21H26N4O3",
  "method": "ωB97M-V/def2-TZVPD",
  "symbols": ["C", "H", "H", "H", "C", "C", "C", "N", "C", "C", "C", "H", "H", "C", "N", "C", "H", "H", "H", "C", "C", "N", "C", "N", "O", "C", "C", "C", "C", "C", "C", "C", "H", "O", "C", "H", "H", "H", "O", "C", "H", "H", "H", "H", "H", "H", "H", "H", "H", "H", "H", "H", "H", "H"],
  "xyz": [[-1.39573, -3.45047, -0.13667], [-0.74539, -3.86202, -1.07432], [-0.94365, -3.86641, 0.65143], [-2.44878, -3.69477, -0.38474], [-1.19651, -2.11852, -0.26081], [0.17950, -1.73025, 0.11980], [0.99977, -1.66682, -0.85749], [2.37392, -1.36130, -1.05142], [2.89237, -1.26263, 0.18121], [2.21695, -1.38501, 1.42731], [0.75321, -1.32687, 1.34548], [0.09162, -1.48576, 2.11184], [2.66677, -1.41893, 2.29267], [4.46525, -1.02197, 0.36845], [4.93511, 0.14693, -0.29387], [4.77676, 0.27791, -1.47932], [5.40824, -0.68518, -2.01621], [3.77790, 0.27106, -1.88509], [5.44138, 1.34717, -1.95403], [4.42002, 1.35496, 0.68323], [2.95016, 1.59719, 0.29069], [2.24626, 1.94752, -0.56806], [1.06892, 2.15712, -0.26320], [0.87085, 1.97601, 1.14525], [2.18023, 1.80542, 1.20135], [0.09962, 2.43040, -1.30375], [-1.27731, 1.48916, -1.12219], [-1.91413, 1.30371, -2.24433], [-3.25254, 0.48517, -1.92552], [-3.72909, 0.35585, -0.71155], [-3.07042, 1.02816, 0.28209], [-1.89840, 1.53465, 0.00886], [-1.29541, 2.00981, 0.99148], [-3.66093, 0.63418, 1.55715], [-2.97188, 1.19257, 2.69704], [-1.90465, 1.00924, 2.82067], [-3.51587, 0.99246, 3.38601], [-2.83738, 2.36760, 2.91939], [-4.97870, -0.21493, -0.78188], [-5.85331, -0.26970, 0.46383], [-5.90759, 0.49358, 0.96682], [-5.37612, -0.94106, 1.35790], [-6.74919, -0.93789, 0.07232], [-3.75730, -0.03454, -2.84972], [-1.62920, 1.27422, -3.27330], [-0.01289, 3.41905, -1.20091], [0.50465, 2.12502, -2.24848], [5.14867, 2.03744, 0.27153], [4.65657, 1.24568, 1.52959], [4.65358, -1.15073, 1.41606], [4.94001, -1.84131, -0.32089], [0.72586, -1.55200, -2.08511], [-1.40459, -1.39051, -1.10936], [-1.71719, -1.63964, 0.84280]],
  "e_homo_ev": -8.139,
  "total_charge": 0,
  "homo_lumo_gap_ev": 8.515,
  "lumo_energy_ev": 0.38
}